one.
# C3H6N2O

An isolated molecule of C3H6N2O (wB97M-V/def2-TZVPD, the OMol25 dataset).

The geometry in XYZ format:
```
12
Properties=species:S:1:pos:R:3:nbo_charge:R:1
C 1.5022 0.3491 -0.1436 -0.628
C 0.0472 0.0700 -0.0102 0.178
N -0.8125 0.3491 -1.1302 -0.315
O -2.0080 0.1445 -0.2514 -0.383
C -1.1275 0.1830 0.8770 0.182
N -0.3462 -1.0104 0.8976 -0.614
H 1.6947 1.2477 -0.7338 0.224
H 1.9785 -0.5106 -0.6375 0.217
H 1.9316 0.4379 0.8516 0.237
H -0.6492 -0.2752 -1.9346 0.340
H -1.3662 0.8071 1.7335 0.202
H -0.8446 -1.7920 0.4815 0.359
```

## Properties
- SMILES: C[C@]12NO[C@H]1N2
- Net charge: 0
- Orbital gap: 10.47 eV
- Spin multiplicity: 1
- HOMO level: -9.402 eV

=====

two.
# C3H6N2O

An isolated molecule of C3H6N2O (wB97M-V/def2-TZVPD, the OMol25 dataset).

The geometry in XYZ format:
```
12
Properties=species:S:1:pos:R:3:nbo_charge:R:1
H 0.9404 -1.9932 -0.4332 0.346
N 0.8055 -1.2996 0.2956 -0.636
C 1.4594 -0.2427 0.0697 0.262
N 1.0241 0.9358 0.7257 -0.712
C -0.3354 1.1529 0.0439 0.711
C -1.3089 -0.1459 -0.2965 -0.726
O -0.6724 2.2680 -0.2385 -0.497
H 2.1721 -0.0817 -0.7453 0.163
H 0.8002 0.6669 1.6880 0.387
H -1.9690 0.2828 -1.0367 0.223
H -1.0646 -1.1530 -0.6978 0.240
H -1.8515 -0.3903 0.6252 0.239
```

## Properties
- SMILES: [H]/N=C/NC(C)=O
- Net charge: 0
- Orbital gap: 10.89 eV
- Spin multiplicity: 1
- HOMO level: -10.222 eV

=====

Stability, descending: two, one

=====

one.
# C6H11NO2

An isolated molecule of C6H11NO2 (wB97M-V/def2-TZVPD, the OMol25 dataset).

The geometry in XYZ format:
```
20
Properties=species:S:1:pos:R:3:nbo_charge:R:1
C -0.4778 1.6210 0.7029 -0.630
C -0.6388 0.1534 0.3997 -0.071
C -1.0430 -0.0695 -1.2637 -0.639
C -1.5243 -0.5861 1.3664 -0.618
C 0.5338 -0.6631 -0.0120 0.486
O 0.6491 -1.8596 0.3160 -0.612
C 1.7823 0.0243 -0.6383 0.586
N 2.8050 -0.8443 -0.6788 -0.795
O 1.8153 1.1492 -1.0998 -0.613
H -0.2179 1.7597 1.7528 0.219
H -1.4320 2.1215 0.5139 0.211
H 0.2623 2.1072 0.0724 0.260
H -0.9752 -1.0262 -1.7780 0.241
H -2.1159 0.1162 -1.2511 0.230
H -0.5723 0.7276 -1.8352 0.241
H -2.4888 -0.0988 1.4731 0.212
H -1.6714 -1.6175 1.0475 0.236
H -1.0112 -0.6557 2.3266 0.223
H 2.6434 -1.7709 -0.3090 0.426
H 3.6773 -0.5883 -1.1054 0.406
```

## Properties
- SMILES: CC(C)(C)C(=O)C(N)=O
- Net charge: 0
- Orbital gap: 9.78 eV
- Spin multiplicity: 1
- HOMO level: -9.198 eV

=====

two.
# C6H11NO2

An isolated molecule of C6H11NO2 (wB97M-V/def2-TZVPD, the OMol25 dataset).

The geometry in XYZ format:
```
20
Properties=species:S:1:pos:R:3:nbo_charge:R:1
N -0.5656 0.9800 2.9807 -0.854
C -0.7933 -0.2287 2.4560 0.634
O -1.7809 -0.7005 3.1147 -0.656
C -0.7985 -0.4241 0.9575 -0.473
C 0.4940 -0.0643 0.2339 -0.403
C 0.4815 -0.5401 -1.2085 -0.262
C -0.4015 0.2269 -2.2101 -0.057
O 0.7261 0.5126 -3.0548 -0.533
C 1.6361 -0.0869 -2.1167 -0.049
H 0.3239 1.3951 2.7313 0.392
H -1.4630 0.7804 3.8142 0.476
H -1.0609 -1.4805 0.7933 0.230
H -1.6348 0.1666 0.5517 0.244
H 0.6431 1.0279 0.2451 0.201
H 1.3574 -0.5162 0.7478 0.209
H 0.3160 -1.6252 -1.2496 0.208
H -1.1726 -0.3543 -2.7354 0.180
H -0.8515 1.1504 -1.8093 0.166
H 2.3051 0.6629 -1.6639 0.167
H 2.2394 -0.8818 -2.5779 0.179
```

## Properties
- SMILES: NC(=O)CCC1COC1
- Net charge: 0
- Orbital gap: 10.21 eV
- Spin multiplicity: 1
- HOMO level: -9.780 eV

=====

Stability, descending: one, two

=====

one.
# C6H11NO2

An isolated molecule of C6H11NO2 (wB97M-V/def2-TZVPD, the OMol25 dataset).

The geometry in XYZ format:
```
20
Properties=species:S:1:pos:R:3:nbo_charge:R:1
C -0.9998 0.5179 0.0064 0.609
C -1.2606 -0.1554 -1.2729 -0.372
C 2.4566 -0.5097 0.1989 -0.245
C -0.3539 1.8453 0.0866 -0.728
C -1.5240 -0.0684 1.2588 -0.746
O 1.1117 -0.4259 -0.2700 -0.607
N -0.7497 -1.5119 -1.1109 -0.617
C 0.5128 -1.6563 -0.7244 0.826
O 1.1835 -2.6705 -0.6906 -0.653
H -2.3425 -0.2296 -1.4363 0.240
H -0.8281 0.4011 -2.1126 0.199
H 2.7279 0.4924 0.5337 0.176
H 2.5397 -1.2191 1.0239 0.192
H 3.1251 -0.8268 -0.6031 0.197
H 0.1945 1.9919 1.0180 0.239
H 0.2904 2.0415 -0.7655 0.254
H -1.1759 2.5784 0.0725 0.261
H -0.6896 -0.3382 1.9139 0.269
H -2.0942 0.7001 1.7951 0.245
H -2.1238 -0.9567 1.0785 0.262
```

## Properties
- Net charge: 0
- Orbital gap (alpha / beta): 6.99 / 6.99 eV
- Spin multiplicity: 1
- HOMO level (alpha / beta): -8.162 / -8.161 eV

=====

two.
# C6H11NO2

A cluster of 3 separate species, C6H11NO2 in total (wB97M-V/def2-TZVPD, the OMol25 dataset).

The geometry in XYZ format:
```
20
Properties=species:S:1:pos:R:3:nbo_charge:R:1
C -0.0318 0.3267 -0.1000 0.232
C -0.3322 -1.0049 -0.1265 -0.370
C 0.5332 1.0261 -1.2889 -0.695
C -0.1609 1.1229 1.1488 -0.707
C 2.1952 -0.9513 0.6684 0.556
C -2.3010 -0.1615 -0.7619 0.091
O 2.8924 -2.1501 0.5659 -0.720
N -3.2308 0.1306 0.0021 -0.625
O 2.7867 0.0001 1.1040 -0.630
H 2.2760 -2.8017 0.2123 0.476
H -2.9734 0.2705 0.9838 0.348
H -0.1489 -1.5980 -1.0101 0.217
H -0.6675 -1.5169 0.7627 0.223
H -2.4451 -0.3274 -1.8357 0.158
H -0.0362 1.9317 -1.5113 0.230
H 1.5537 1.3299 -1.0393 0.264
H -0.6308 2.0894 0.9570 0.228
H 0.8587 1.3036 1.5090 0.286
H -0.7028 0.5913 1.9309 0.217
H 0.5655 0.3889 -2.1714 0.221
```

## Properties
- Net charge: 0
- Orbital gap (alpha / beta): 5.90 / 7.82 eV
- Spin multiplicity: 1
- HOMO level (alpha / beta): -6.363 / -7.561 eV

=====

three.
# C6H11NO2

A structure of composition C6H11NO2 (wB97M-V/def2-TZVPD, the OMol25 dataset).

The geometry in XYZ format:
```
20
Properties=species:S:1:pos:R:3:nbo_charge:R:1
C -1.3748 -1.0197 0.9318 -0.674
C 2.2835 -0.3133 0.5785 -0.674
C -0.6242 1.0166 -0.3532 0.241
C -1.5536 0.3572 0.3824 0.200
C 0.5140 0.3570 -1.1503 -0.018
N 0.3827 -0.9109 -1.7101 -0.832
C 1.3044 0.6386 -0.0550 -0.130
O -0.8904 2.3260 -0.7127 -0.686
O -2.7255 1.0038 0.6859 -0.672
H -0.1830 2.6267 -1.3079 0.479
H -3.2679 0.4354 1.2434 0.473
H -0.2244 -0.9396 -2.5134 0.389
H 1.2394 -1.4474 -1.7662 0.377
H 1.4532 1.6666 0.2515 0.209
H -0.5398 -1.5442 0.4540 0.241
H -2.2837 -1.6104 0.7793 0.207
H -1.1703 -0.9958 2.0073 0.210
H 3.2984 0.0695 0.4440 0.228
H 2.2473 -1.3155 0.1543 0.203
H 2.1148 -0.4005 1.6563 0.229
```

## Properties
- Net charge: 0
- Orbital gap: 7.38 eV
- Spin multiplicity: 1
- HOMO level: -6.557 eV

=====

Stability, descending: one, three, two

=====

one.
# C6H11NO2

An isolated molecule of C6H11NO2 (wB97M-V/def2-TZVPD, the OMol25 dataset).

The geometry in XYZ format:
```
20
Properties=species:S:1:pos:R:3:nbo_charge:R:1
C -0.3219 -1.9396 -0.6328 -0.624
C 0.2849 -0.5872 -0.9174 -0.247
C -0.3367 0.6570 -0.5904 -0.092
C -0.8329 1.6892 -1.5583 -0.649
C -0.2945 0.7278 0.7772 0.124
O -1.1599 1.3243 1.6836 -0.693
C 0.7586 -0.1192 1.2669 0.509
N 2.1019 0.2541 1.2537 -0.804
O 0.5466 -0.9825 2.3011 -0.673
H 0.4185 -2.6705 -0.2882 0.202
H -0.7856 -2.3628 -1.5345 0.203
H -1.1050 -1.8745 0.1265 0.192
H 0.9648 -0.6014 -1.7767 0.174
H -0.1192 1.7957 -2.3821 0.223
H -0.9590 2.6676 -1.0878 0.213
H -1.7866 1.4009 -2.0132 0.214
H -2.0192 1.4413 1.2621 0.479
H 2.7315 -0.5388 1.2571 0.375
H 2.3115 0.8893 0.4978 0.386
H -0.3978 -1.1708 2.3554 0.490
```

## Properties
- SMILES: C/C=C(C)\C(O)=C(/N)O
- Net charge: 0
- Orbital gap: 7.71 eV
- Spin multiplicity: 1
- HOMO level: -7.073 eV

=====

two.
# C6H11NO2

A cluster of 2 separate species, C6H11NO2 in total (wB97M-V/def2-TZVPD, the OMol25 dataset).

The geometry in XYZ format:
```
20
Properties=species:S:1:pos:R:3:nbo_charge:R:1
C -2.0849 -1.3568 -0.0955 -0.729
C -1.1578 -0.4230 -0.8145 0.497
O -0.4010 -0.7631 -1.7034 -0.539
C -1.2728 1.0498 -0.4033 0.491
C -0.4753 1.9890 -1.2560 -0.724
O -1.9686 1.3881 0.5252 -0.502
H -2.2892 -0.9939 0.9083 0.249
H -3.0283 -1.3778 -0.6422 0.250
H -1.6771 -2.3642 -0.0766 0.240
H -0.8809 1.9720 -2.2668 0.246
H -0.5204 2.9984 -0.8578 0.236
H 0.5560 1.6463 -1.3181 0.252
H 1.3927 -1.0249 -1.2418 0.372
N 2.0283 -0.9062 -0.4492 -0.610
C 1.5182 -0.5151 0.6177 0.146
C 2.3161 -0.2992 1.8520 -0.670
H 0.4345 -0.2893 0.7294 0.116
H 1.9431 -0.9456 2.6449 0.223
H 2.2045 0.7317 2.1847 0.222
H 3.3630 -0.5161 1.6630 0.232
```

## Properties
- SMILES: CC(=O)C(C)=O.[H]/N=C/C
- Net charge: 0
- Orbital gap: 9.19 eV
- Spin multiplicity: 1
- HOMO level: -9.674 eV

=====

Stability, descending: two, one